(1)
Formula: C18H18BrIN3O3V
Source: the OMol25 dataset
Level of theory: ωB97M-V/def2-TZVPD

Total energy in eV: -133395.1683
Highest occupied orbital energy (spin up / spin down) in eV: -10.3 / -10.9
<S²>: 3.79
HOMO-LUMO gap (spin up / spin down) in eV: 7.239 / 7.452
Spin multiplicity: 4
Total charge: +1

Each line ends with the natural charge from an NBO analysis.
Geometry (Å):
V1 -1.690 -0.124 -0.449  1.04
O1 -0.765 -1.542 -2.615  -0.73
C1 -0.058 -0.857 -3.572  0.38
C2 0.309 -1.484 -4.757  -0.30
C3 1.058 -0.815 -5.707  -0.17
C4 1.445 0.495 -5.486  -0.23
C5 1.072 1.130 -4.315  -0.17
C6 0.320 0.469 -3.351  -0.16
C7 -0.009 1.169 -2.041  0.25
O2 -1.289 1.034 -1.635  -0.72
N1 0.839 0.617 -0.977  -0.42
N2 0.168 -0.134 -0.115  -0.27
C8 0.772 -0.773 0.843  -0.07
C9 0.037 -1.359 1.906  -0.06
Br1 -1.844 -1.715 1.407  0.16
C10 0.428 -1.554 3.180  -0.19
C11 1.648 -1.009 3.746  -0.03
C12 2.206 0.182 3.267  -0.21
C13 3.351 0.705 3.833  -0.21
C14 3.950 0.064 4.907  -0.18
C15 3.380 -1.089 5.426  -0.20
C16 2.241 -1.626 4.854  -0.18
H1 -1.074 -2.372 -3.007  0.50
H2 0.005 -2.506 -4.923  0.21
H3 1.339 -1.324 -6.614  0.23
H4 2.030 1.025 -6.219  0.23
H5 1.363 2.156 -4.142  0.22
H6 0.246 2.243 -2.147  0.18
H7 1.841 0.493 -1.113  0.39
H8 1.857 -0.849 0.869  0.23
H9 -0.220 -2.092 3.856  0.24
H10 1.708 0.723 2.475  0.21
H11 3.776 1.616 3.438  0.22
H12 4.839 0.480 5.357  0.23
H13 3.830 -1.569 6.281  0.23
H14 1.819 -2.539 5.244  0.22
N3 -5.702 0.684 0.131  -0.76
C17 -4.394 0.831 -0.064  0.68
O3 -3.703 -0.049 -0.584  -0.68
C18 -3.700 2.100 0.376  -0.64
I1 -4.860 3.494 1.536  0.15
H15 -6.149 -0.180 -0.143  0.42
H16 -6.257 1.406 0.571  0.43
H17 -3.333 2.621 -0.515  0.28
H18 -2.830 1.827 0.990  0.25



(2)
Formula: C14H29N2NiO5PSe2
Source: the OMol25 dataset
Level of theory: ωB97M-V/def2-TZVPD

Total energy in eV: -209232.0259
Highest occupied orbital energy (spin up / spin down) in eV: -6.7 / -6.8
<S²>: 2.01
HOMO-LUMO gap (spin up / spin down) in eV: 7.247 / 6.809
Spin multiplicity: 3

Each line ends with the natural charge from an NBO analysis.
Geometry (Å):
Ni1 0.473 -0.603 -0.133  0.92
O1 1.494 -2.856 1.078  -0.73
C1 0.742 -3.614 2.008  -0.05
C2 -0.721 -3.162 2.176  -0.14
C3 -1.296 -4.204 3.165  -0.05
O2 -2.670 -4.047 3.451  -0.71
C4 -0.875 -1.793 2.859  -0.56
Se1 -0.012 -0.164 2.144  -0.41
C5 -1.561 -3.282 0.896  -0.54
Se2 -1.271 -2.051 -0.616  -0.41
H1 2.431 -3.021 1.218  0.48
H2 1.220 -3.568 2.994  0.17
H3 0.736 -4.666 1.691  0.16
H4 -0.702 -4.176 4.090  0.16
H5 -1.197 -5.203 2.735  0.18
H6 -2.807 -3.195 3.877  0.47
H7 -0.496 -1.864 3.880  0.21
H8 -1.936 -1.540 2.899  0.20
H9 -2.608 -3.164 1.163  0.23
H10 -1.435 -4.284 0.481  0.21
N1 3.191 0.525 -0.657  -0.32
C6 4.404 0.415 -1.221  -0.02
C7 4.523 -0.885 -1.657  -0.34
C8 3.306 -1.491 -1.310  -0.02
N2 2.506 -0.626 -0.705  -0.37
H11 2.763 1.353 -0.268  0.43
H12 5.089 1.244 -1.269  0.23
H13 5.360 -1.335 -2.159  0.24
H14 2.989 -2.506 -1.484  0.23
C9 -3.373 1.545 -0.012  -0.64
C10 -2.550 1.339 -1.266  -0.08
O3 -1.353 2.142 -1.209  -0.85
P1 0.099 1.475 -1.003  1.70
O4 0.786 1.504 -2.451  -0.84
C11 0.616 2.586 -3.381  -0.07
C12 -0.355 2.194 -4.477  -0.63
O5 0.845 2.758 -0.349  -0.86
C13 0.371 3.304 0.897  -0.07
C14 -0.280 4.654 0.676  -0.63
H15 -4.332 1.040 -0.121  0.22
H16 -3.552 2.610 0.149  0.21
H17 -2.848 1.137 0.853  0.23
H18 -3.100 1.658 -2.153  0.18
H19 -2.297 0.283 -1.377  0.22
H20 1.603 2.789 -3.798  0.18
H21 0.271 3.476 -2.853  0.19
H22 -0.078 1.224 -4.889  0.22
H23 -0.329 2.935 -5.277  0.21
H24 -1.371 2.132 -4.088  0.21
H25 1.238 3.403 1.551  0.18
H26 -0.331 2.612 1.372  0.21
H27 0.424 5.345 0.209  0.21
H28 -0.587 5.066 1.638  0.22
H29 -1.153 4.554 0.031  0.22



(3)
Formula: C2H2N2O4
Source: the OMol25 dataset
Level of theory: ωB97M-V/def2-TZVPD

Total energy in eV: -13268.8863
Energy above the lowest of the compared OMol25 structures with the same formula, charge and spin in eV: 6.290
Highest occupied orbital energy in eV: -9.7
HOMO-LUMO gap in eV: 8.466
Spin multiplicity: 1

Each line ends with the natural charge from an NBO analysis.
Geometry (Å):
C1 -0.492 -0.585 0.153  0.57
C2 1.127 1.044 -0.294  0.96
H1 -3.291 -0.770 1.779  0.41
H2 1.346 -1.327 1.175  0.39
N1 -1.514 -1.251 0.554  -0.20
N2 0.827 -1.284 0.097  -0.29
O1 -2.615 -0.503 0.433  -0.47
O2 1.829 -0.142 -0.461  -0.38
O3 1.410 2.087 -0.709  -0.49
O4 -0.256 0.694 -0.096  -0.49



(4)
Formula: C25H26N2O5
Source: the OMol25 dataset
Level of theory: ωB97M-V/def2-TZVPD

Total energy in eV: -39562.3498
SMILES: CCOc1ccc(/C=N/OCC(=O)Nc2ccc(OCc3ccccc3)cc2)cc1OC
Energy above the lowest of the compared OMol25 structures with the same formula, charge and spin in eV: 4.090
Highest occupied orbital energy in eV: -7.8
HOMO-LUMO gap in eV: 8.137
Spin multiplicity: 1

Each line ends with the natural charge from an NBO analysis.
Geometry (Å):
C1 -2.618 -4.447 -0.320  -0.64
C2 -3.590 -4.299 -1.486  -0.06
O1 -4.601 -3.341 -1.239  -0.52
C3 -4.303 -2.007 -1.231  0.31
C4 -3.093 -1.485 -1.684  -0.29
C5 -2.839 -0.131 -1.692  -0.19
C6 -3.803 0.766 -1.234  -0.12
C7 -3.565 2.191 -1.190  0.07
N1 -2.433 2.664 -1.527  -0.18
O2 -2.277 4.039 -1.400  -0.37
C8 -0.995 4.465 -1.816  -0.16
C9 0.185 4.007 -0.937  0.65
O3 1.094 4.763 -0.671  -0.61
N2 0.087 2.708 -0.582  -0.64
C10 0.940 1.938 0.214  0.20
C11 2.162 2.399 0.685  -0.24
C12 2.969 1.583 1.459  -0.31
C13 2.567 0.291 1.775  0.36
O4 3.276 -0.596 2.532  -0.51
C14 4.507 -0.182 3.082  -0.10
C15 5.597 0.054 2.064  0.03
C16 5.578 -0.608 0.844  -0.24
C17 6.584 -0.396 -0.081  -0.20
C18 7.623 0.472 0.208  -0.22
C19 7.651 1.129 1.426  -0.20
C20 6.642 0.924 2.349  -0.25
C21 1.339 -0.171 1.298  -0.26
C22 0.536 0.641 0.529  -0.25
C23 -5.017 0.253 -0.784  -0.20
C24 -5.290 -1.109 -0.771  0.24
O5 -6.534 -1.413 -0.310  -0.49
C25 -6.924 -2.741 -0.039  -0.24
H1 -1.897 -5.228 -0.544  0.22
H2 -3.161 -4.718 0.582  0.21
H3 -2.085 -3.518 -0.134  0.21
H4 -3.057 -4.074 -2.417  0.17
H5 -4.144 -5.231 -1.628  0.20
H6 -2.328 -2.150 -2.052  0.22
H7 -1.897 0.240 -2.064  0.22
H8 -4.373 2.832 -0.842  0.19
H9 -1.042 5.555 -1.793  0.22
H10 -0.796 4.134 -2.844  0.19
H11 -0.771 2.241 -0.883  0.42
H12 2.480 3.400 0.446  0.25
H13 3.917 1.969 1.799  0.22
H14 4.799 -1.010 3.740  0.21
H15 4.369 0.713 3.705  0.18
H16 4.767 -1.285 0.622  0.22
H17 6.557 -0.911 -1.030  0.21
H18 8.409 0.637 -0.514  0.21
H19 8.459 1.808 1.657  0.21
H20 6.661 1.443 3.297  0.21
H21 1.034 -1.175 1.551  0.22
H22 -0.416 0.275 0.171  0.21
H23 -5.790 0.912 -0.422  0.22
H24 -6.970 -3.345 -0.946  0.19
H25 -7.921 -2.657 0.393  0.19
H26 -6.257 -3.218 0.682  0.18



Repeat the second record exactly.
Formula: C14H29N2NiO5PSe2
Source: the OMol25 dataset
Level of theory: ωB97M-V/def2-TZVPD

Total energy in eV: -209232.0259
Highest occupied orbital energy (spin up / spin down) in eV: -6.7 / -6.8
<S²>: 2.01
HOMO-LUMO gap (spin up / spin down) in eV: 7.247 / 6.809
Spin multiplicity: 3

Each line ends with the natural charge from an NBO analysis.
Geometry (Å):
Ni1 0.473 -0.603 -0.133  0.92
O1 1.494 -2.856 1.078  -0.73
C1 0.742 -3.614 2.008  -0.05
C2 -0.721 -3.162 2.176  -0.14
C3 -1.296 -4.204 3.165  -0.05
O2 -2.670 -4.047 3.451  -0.71
C4 -0.875 -1.793 2.859  -0.56
Se1 -0.012 -0.164 2.144  -0.41
C5 -1.561 -3.282 0.896  -0.54
Se2 -1.271 -2.051 -0.616  -0.41
H1 2.431 -3.021 1.218  0.48
H2 1.220 -3.568 2.994  0.17
H3 0.736 -4.666 1.691  0.16
H4 -0.702 -4.176 4.090  0.16
H5 -1.197 -5.203 2.735  0.18
H6 -2.807 -3.195 3.877  0.47
H7 -0.496 -1.864 3.880  0.21
H8 -1.936 -1.540 2.899  0.20
H9 -2.608 -3.164 1.163  0.23
H10 -1.435 -4.284 0.481  0.21
N1 3.191 0.525 -0.657  -0.32
C6 4.404 0.415 -1.221  -0.02
C7 4.523 -0.885 -1.657  -0.34
C8 3.306 -1.491 -1.310  -0.02
N2 2.506 -0.626 -0.705  -0.37
H11 2.763 1.353 -0.268  0.43
H12 5.089 1.244 -1.269  0.23
H13 5.360 -1.335 -2.159  0.24
H14 2.989 -2.506 -1.484  0.23
C9 -3.373 1.545 -0.012  -0.64
C10 -2.550 1.339 -1.266  -0.08
O3 -1.353 2.142 -1.209  -0.85
P1 0.099 1.475 -1.003  1.70
O4 0.786 1.504 -2.451  -0.84
C11 0.616 2.586 -3.381  -0.07
C12 -0.355 2.194 -4.477  -0.63
O5 0.845 2.758 -0.349  -0.86
C13 0.371 3.304 0.897  -0.07
C14 -0.280 4.654 0.676  -0.63
H15 -4.332 1.040 -0.121  0.22
H16 -3.552 2.610 0.149  0.21
H17 -2.848 1.137 0.853  0.23
H18 -3.100 1.658 -2.153  0.18
H19 -2.297 0.283 -1.377  0.22
H20 1.603 2.789 -3.798  0.18
H21 0.271 3.476 -2.853  0.19
H22 -0.078 1.224 -4.889  0.22
H23 -0.329 2.935 -5.277  0.21
H24 -1.371 2.132 -4.088  0.21
H25 1.238 3.403 1.551  0.18
H26 -0.331 2.612 1.372  0.21
H27 0.424 5.345 0.209  0.21
H28 -0.587 5.066 1.638  0.22
H29 -1.153 4.554 0.031  0.22